Molecular formula: C6H12N2O2
Method: DFT, ωB97M-V with the def2-TZVPD basis set

Summary:
HOMO level, Ha: -0.2575
ΔE to the lowest compared entry with this formula, charge and spin, kcal per mole: 70.4
Net charge: 0
HOMO-LUMO gap, eV: 7.65

```
22
Properties=species:S:1:pos:R:3:forces:R:3
C -0.42331 -0.61547 -0.29537 -0.6817 0.6638 0.6663
C -0.94440 -0.21848 -1.65390 0.1683 -0.1005 0.1497
C -1.42925 -1.32431 0.57805 0.0184 -0.0751 -0.2163
C -0.43239 1.28722 2.07075 0.2493 -0.1183 0.3284
N 0.85393 -1.32298 -0.33236 0.5104 0.4168 0.2565
C 1.61734 -0.20774 -0.19452 0.5256 0.5425 -0.3417
C 0.30895 1.33105 0.77367 -0.4843 -0.6134 -0.7261
N 2.39753 0.23977 -1.19307 -0.2947 -0.2657 0.6212
O 1.65291 0.51145 0.92751 -0.2808 -0.3173 -0.6802
O 0.32270 2.25440 0.00236 0.2644 -0.3436 0.1362
H 1.08171 -1.96229 -1.09483 -0.0486 0.1983 0.0110
H 2.85849 1.12709 -1.06240 -0.0530 -0.0534 0.0009
H 2.30369 -0.13282 -2.12289 0.0387 -0.0187 0.0699
H -1.88694 0.32141 -1.54525 0.0713 0.0527 -0.0121
H -1.14902 -1.09076 -2.29647 0.0165 -0.0093 0.0174
H -0.25019 0.43618 -2.18846 -0.0343 0.0820 0.0075
H -0.98841 -1.59943 1.53596 -0.0324 -0.0177 0.0018
H -1.78456 -2.25108 0.09937 -0.0108 -0.0207 0.0471
H -2.30856 -0.70317 0.76274 0.0263 0.0189 0.0080
H 0.13316 1.89170 2.78700 -0.0190 0.0971 -0.0930
H -0.51648 0.29619 2.50060 0.0022 -0.0938 -0.1669
H -1.41689 1.73208 1.94150 0.0481 -0.0247 -0.0857
```
Forces are in eV/Å.